Model i:
{"formula": "C15H19N3O5", "method": "wB97M-V/def2-TZVPD", "multiplicity": 1, "homo_ev": -9.037, "symbols": ["C", "C", "C", "C", "C", "O", "N", "N", "C", "O", "C", "C", "O", "N", "C", "C", "C", "C", "C", "C", "C", "O", "O", "H", "H", "H", "H", "H", "H", "H", "H", "H", "H", "H", "H", "H", "H", "H", "H", "H", "H", "H"], "positions_angstrom": [[-4.38695, -1.98868, -0.44437], [-4.14928, -0.69676, 0.24813], [-2.71421, -0.05813, 0.23200], [-2.34017, 0.25183, -1.16215], [-1.03002, 0.77367, -1.13797], [-0.05863, 0.28258, -0.79323], [-1.18691, 2.19824, -0.85941], [0.02598, 3.03939, -0.75393], [0.44473, 2.83979, 0.55351], [-0.18296, 2.34466, 1.51489], [1.90314, 3.34410, 0.84873], [2.64781, 2.09942, 0.06267], [3.51915, 2.01638, -0.87987], [2.48850, 0.89952, 0.77838], [2.76557, -0.47424, 0.12844], [3.84605, -0.70392, -0.38677], [4.24682, -2.09166, -0.95026], [3.32992, -3.05251, -0.66422], [2.32999, -2.68855, -0.06233], [1.88739, -1.49224, 0.64014], [0.59196, -1.44281, 1.16699], [-0.40464, -2.10367, 1.27111], [0.57182, -0.32325, 2.21625], [-0.37134, -0.33285, 2.72563], [1.53861, -3.43586, -0.04144], [3.67832, -3.95730, -1.14267], [5.11483, -2.25835, -1.59400], [4.60022, 0.32401, -0.76126], [1.64701, 0.77371, 1.54656], [2.22726, 3.15476, 1.96526], [2.23621, 4.19443, 0.29428], [0.70983, 3.10731, -1.48886], [-1.94118, 2.85017, -0.85368], [-2.29262, -0.72348, -1.78700], [-3.15004, 0.89651, -1.58971], [-2.77274, 0.90980, 0.97462], [-2.17331, -0.91842, 0.45450], [-4.60663, -0.84243, 1.55259], [-4.99522, 0.10870, -0.15006], [-3.83127, -2.58943, -0.07440], [-5.35624, -2.47828, -0.24537], [-4.40675, -1.75617, -1.35169]]}


Model ii:
{"formula": "C15H19N3O5", "method": "wB97M-V/def2-TZVPD", "smiles": "COCCNC(=O)CC(=O)N/N=C/c1cccc(C(=O)OC)c1", "multiplicity": 1, "homo_ev": -8.548, "symbols": ["C", "H", "O", "C", "C", "N", "C", "O", "C", "H", "H", "C", "O", "N", "N", "C", "C", "C", "C", "C", "C", "C", "H", "H", "H", "C", "O", "O", "C", "H", "H", "H", "H", "H", "H", "H", "H", "H", "H", "H", "H", "H"], "positions_angstrom": [[-7.72117, -2.41135, 0.57827], [-7.73791, -2.69795, -0.48034], [-6.43956, -1.99346, 0.97362], [-5.97839, -0.87418, 0.26021], [-4.56653, -0.54930, 0.75464], [-4.06977, 0.67992, 0.18510], [-3.04045, 0.72420, -0.67928], [-2.42303, -0.26148, -1.03948], [-2.65420, 2.11715, -1.14582], [-3.40521, 2.86539, -0.89891], [-2.50257, 2.09195, -2.22623], [-1.33023, 2.51966, -0.48423], [-1.20418, 3.51701, 0.17862], [-0.34503, 1.61635, -0.74882], [0.89417, 1.76635, -0.26044], [1.74541, 0.83708, -0.42455], [3.09858, 0.96814, 0.07601], [4.02155, -0.05234, -0.13935], [5.32065, 0.06935, 0.33920], [5.69955, 1.21370, 1.03866], [4.78345, 2.22901, 1.25434], [3.49232, 2.11209, 0.77796], [2.76247, 2.89047, 0.93451], [5.08001, 3.11419, 1.79665], [6.71348, 1.28435, 1.40194], [6.33712, -0.99090, 0.12933], [7.46969, -0.93250, 0.54189], [5.85288, -2.02520, -0.57588], [6.73196, -3.10729, -0.84622], [6.30550, -4.01260, -0.41324], [6.81725, -3.21833, -1.92760], [7.71263, -2.90757, -0.41014], [3.73375, -0.94181, -0.67880], [1.49047, -0.09444, -0.94594], [-0.60932, 0.73493, -1.20625], [-4.52633, 1.53563, 0.45905], [-4.58476, -0.47885, 1.84567], [-3.88273, -1.34804, 0.46226], [-6.64582, -0.01166, 0.43161], [-5.96247, -1.08163, -0.82113], [-7.96774, -3.27445, 1.19238], [-8.46549, -1.62157, 0.74073]]}


Model iii:
{"formula": "C15H19N3O5", "method": "wB97M-V/def2-TZVPD", "smiles": "COCCNC(=O)c1ccc2c(=O)n(CCOC)c(=O)[nH]c2c1", "multiplicity": 1, "homo_ev": -8.977, "symbols": ["C", "H", "O", "C", "C", "N", "C", "O", "C", "C", "C", "C", "C", "C", "H", "H", "C", "O", "N", "C", "O", "N", "H", "C", "C", "O", "C", "H", "H", "H", "H", "H", "H", "H", "H", "H", "H", "H", "H", "H", "H", "H"], "positions_angstrom": [[-3.66553, 1.83688, 3.58325], [-4.31910, 2.31779, 4.31980], [-3.28804, 2.75104, 2.57462], [-2.71855, 3.94443, 3.04656], [-1.30183, 3.75921, 3.62501], [-0.49204, 2.97319, 2.72773], [-0.19936, 1.67633, 2.98585], [-0.36907, 1.15892, 4.07160], [0.38060, 0.93634, 1.82219], [-0.22267, 1.01462, 0.57672], [0.29200, 0.27664, -0.48658], [1.42295, -0.52408, -0.29911], [2.01318, -0.59989, 0.96234], [1.49103, 0.11376, 2.01800], [1.92491, 0.05064, 3.00325], [2.87658, -1.23609, 1.08003], [1.97288, -1.29718, -1.41977], [2.98579, -1.95457, -1.34770], [1.25113, -1.20441, -2.60703], [0.14254, -0.41124, -2.81595], [-0.42377, -0.33433, -3.88266], [-0.28066, 0.32062, -1.73389], [-1.10253, 0.89014, -1.88579], [1.65255, -2.05984, -3.71363], [0.63957, -3.18521, -3.91884], [0.48516, -3.87663, -2.70080], [-0.43945, -4.92782, -2.78099], [-0.12492, -5.67995, -3.51526], [-1.43583, -4.56111, -3.05990], [-0.48123, -5.38058, -1.79263], [-0.32398, -2.76662, -4.24426], [1.00741, -3.86169, -4.70548], [2.62452, -2.47539, -3.44446], [1.72097, -1.46249, -4.62474], [-1.11378, 1.60919, 0.43100], [-0.38958, 3.31651, 1.78553], [-1.33523, 3.21608, 4.57170], [-0.84773, 4.74032, 3.78880], [-2.67450, 4.59987, 2.17115], [-3.35935, 4.41260, 3.80802], [-2.79891, 1.40745, 4.09413], [-4.21187, 1.04244, 3.07883]]}


Which one sits at the bottom of the stability order? model i does.


Model i:
{"formula": "CH3FO2S", "method": "wB97M-V/def2-TZVPD", "smiles": "O=[SH](=O)CF", "multiplicity": 1, "homo_ev": -11.310, "symbols": ["C", "O", "O", "F", "S", "H", "H", "H"], "positions_angstrom": [[-0.85703, -0.38553, 0.21687], [0.62403, 1.58598, -1.05593], [1.75831, -0.55830, -0.56284], [-1.41955, -1.16699, -0.80310], [0.72082, 0.38807, -0.27928], [-0.23167, -1.01807, 0.91135], [-1.69462, 0.23461, 0.53412], [1.09971, 0.92024, 1.03881]]}


Model ii:
{"formula": "CH3FO2S", "method": "wB97M-V/def2-TZVPD", "smiles": "O=[SH](=O)CF", "multiplicity": 1, "homo_ev": -11.475, "symbols": ["C", "O", "O", "F", "S", "H", "H", "H"], "positions_angstrom": [[0.77925, 0.16697, 0.46850], [-1.86948, 0.53165, 0.40787], [-0.80079, -1.68232, -0.23816], [1.49893, 0.68615, -0.65469], [-0.78078, -0.23154, -0.24619], [0.68906, 1.08470, 1.18122], [1.26242, -0.77128, 0.80476], [-0.77861, 0.21566, -1.72332]]}


Which one sits at the bottom of the stability order? model i does.